The following is a quantum chemistry calculation of 3 unconnected molecules or ions with the total composition C2H7NO2S, from the Open Molecules 2025 dataset.

Computed properties:
Charge = 0
Electronic energy = -683.7262 Eh
HOMO-LUMO gap = 9.720 eV

Each line ends with the Mulliken charge.
Atoms and positions in Å:
C -0.222 0.025 -3.269  -0.4718
C -0.539 -0.220 2.849  -0.2332
N 0.131 0.753 2.336  -0.5134
O 1.237 0.268 -0.062  -0.6310
O -1.593 -1.983 -2.402  -0.5299
S -0.292 -1.316 -2.373  0.4113
H -0.913 0.335 -4.038  0.2950
H 0.661 0.565 -3.072  0.2647
H -0.576 -0.176 3.940  0.1977
H -1.191 -0.996 2.399  0.2475
H 0.339 1.387 3.092  0.2099
H 0.927 0.519 0.794  0.4457
H 2.031 0.839 -0.195  0.3076



The following is a quantum chemistry calculation of 3 unconnected molecules or ions with the total composition C24H46F2N2O6Si2, from the Open Molecules 2025 dataset.

Computed properties:
SMILES string = CCCN[Si@@H](NCC)C(F)(F)CC[Si](C)(C)c1ccccc1.CCOC(=O)OC.CCOC(=O)OC
Charge = 0
Electronic energy = -2281.8369 Eh
HOMO-LUMO gap = 9.918 eV

Each line ends with the Mulliken charge.
Atoms and positions in Å:
C -1.722 2.135 -2.074  -1.1764
C -1.038 1.409 -0.902  0.3567
C -1.974 0.402 -0.223  -1.2505
N -1.348 -0.756 0.432  -0.1579
Si -0.191 -0.482 1.687  -0.3704
N -0.909 -0.391 3.289  -0.3556
C -1.289 1.014 3.584  -0.2321
C -0.161 1.899 4.134  -0.8392
C 1.126 -1.884 1.659  1.1381
F 0.584 -2.925 2.409  -0.3633
F 1.281 -2.394 0.398  -0.3997
C 2.466 -1.540 2.296  -1.0006
C 3.627 -1.240 1.324  -0.6939
Si 4.329 0.512 1.395  0.4214
C 3.129 1.718 0.552  -0.8035
C 4.606 1.035 3.183  -1.4136
C 5.932 0.629 0.413  0.2167
C 6.714 1.778 0.600  -0.3290
C 7.895 1.977 -0.115  -0.6739
C 8.300 1.011 -1.025  -0.4272
C 7.537 -0.139 -1.218  -0.5951
C 6.357 -0.333 -0.504  -0.2117
H -1.314 1.781 -3.017  0.3174
H -2.792 1.940 -2.054  0.1989
H -1.581 3.208 -2.022  0.3554
H -0.095 0.962 -1.201  0.1403
H -0.780 2.178 -0.175  0.1521
H -2.631 0.006 -0.998  0.5478
H -2.626 0.913 0.481  0.2821
H -1.011 -1.418 -0.254  0.3058
H 0.558 0.777 1.499  0.0692
H -0.163 -0.619 3.945  0.2991
H -2.083 0.995 4.327  0.4306
H -1.718 1.495 2.707  0.0302
H -0.205 2.879 3.663  0.3384
H 0.832 1.505 3.923  0.0508
H -0.240 2.067 5.204  0.3309
H 2.289 -0.680 2.945  0.1333
H 2.709 -2.364 2.960  0.2974
H 3.386 -1.475 0.291  0.4975
H 4.444 -1.905 1.600  0.5357
H 2.600 2.334 1.271  0.3642
H 2.390 1.117 0.026  -0.1161
H 3.638 2.329 -0.185  0.5043
H 5.644 1.284 3.387  0.4909
H 4.025 1.921 3.429  0.3893
H 4.307 0.271 3.898  0.4167
H 6.391 2.537 1.300  0.3122
H 8.449 2.886 0.055  0.3929
H 9.212 1.163 -1.584  0.3682
H 7.859 -0.876 -1.939  0.3847
H 5.759 -1.218 -0.665  0.3354
C -7.600 6.939 -2.897  -1.0931
C -6.153 6.499 -2.838  -0.1831
O -5.986 5.327 -2.025  -0.3607
C -6.326 4.178 -2.606  0.7760
O -6.720 4.041 -3.735  -0.5522
O -6.137 3.197 -1.723  -0.3319
C -6.524 1.905 -2.195  -0.6680
H -7.998 7.074 -1.891  0.2933
H -7.685 7.882 -3.438  0.3521
H -8.214 6.196 -3.403  0.3109
H -5.544 7.265 -2.361  0.2878
H -5.746 6.320 -3.833  0.3138
H -6.049 1.676 -3.146  0.3057
H -7.607 1.849 -2.294  0.3343
H -6.195 1.184 -1.451  0.2107
C 0.949 -5.451 0.001  -1.0072
C -0.410 -5.799 0.565  -0.1280
O -1.395 -5.946 -0.472  -0.3618
C -1.363 -7.099 -1.133  0.7685
O -0.625 -8.026 -0.919  -0.5566
O -2.319 -7.068 -2.065  -0.3470
C -2.375 -8.236 -2.885  -0.6418
H 0.881 -4.570 -0.634  0.1889
H 1.651 -5.247 0.808  0.2818
H 1.345 -6.266 -0.605  0.4553
H -0.773 -4.989 1.194  0.2270
H -0.375 -6.703 1.173  0.3192
H -2.448 -9.136 -2.279  0.2984
H -1.497 -8.289 -3.527  0.2901
H -3.267 -8.138 -3.498  0.2228



The following is a quantum chemistry calculation of 4 unconnected molecules or ions with the total composition C14H34ClNO10S2, from the Open Molecules 2025 dataset.

Computed properties:
Charge = 0
Electronic energy = -2617.1568 Eh
HOMO-LUMO gap = 8.132 eV

Each line ends with the Mulliken charge.
Atoms and positions in Å:
C 0.861 -4.152 1.864  -1.2935
C -0.563 -3.581 1.559  -0.3715
C -0.576 -2.132 0.949  -0.3370
N -1.988 -1.522 0.642  0.3274
C -2.805 -2.517 -0.257  -0.9189
C -1.756 -0.188 -0.128  -0.1189
C -3.086 0.515 0.067  -0.8958
C -3.585 0.062 1.440  -0.5666
C -2.808 -1.147 1.875  -0.5795
H 0.849 -5.224 2.057  0.3819
H 1.276 -3.635 2.730  0.3951
H 1.522 -3.982 1.015  0.1999
H -1.190 -3.682 2.445  0.3921
H -1.016 -4.196 0.781  0.2755
H -0.037 -2.184 0.003  -0.0048
H -0.036 -1.590 1.726  0.5389
H -3.796 -2.115 -0.466  0.4649
H -2.985 -3.507 0.161  0.3938
H -2.274 -2.684 -1.194  0.2023
H -1.455 -0.385 -1.157  0.0149
H -1.028 0.400 0.430  0.3865
H -3.829 0.189 -0.661  0.3481
H -2.951 1.584 -0.095  0.4860
H -4.631 -0.171 1.236  0.2996
H -3.499 0.875 2.161  0.3480
H -3.487 -1.931 2.212  0.3395
H -2.092 -0.916 2.664  0.3790
Cl 1.838 1.444 -1.827  1.7458
O 2.574 0.682 -2.838  -0.7386
O 1.998 0.880 -0.525  -0.6558
O 2.375 2.776 -1.955  -0.6634
O 0.491 1.510 -2.249  -0.6490
O -0.671 -4.346 -1.560  -0.5356
S 0.372 -4.654 -2.567  0.9648
O 0.419 -5.987 -3.168  -0.6136
O 0.276 -3.475 -3.751  -0.3785
C 0.267 -2.074 -3.405  0.8364
C -0.213 -1.334 -4.638  -1.4814
C 1.990 -4.191 -1.809  -0.7834
H 1.284 -1.737 -3.204  0.2645
H -0.372 -1.934 -2.533  -0.4607
H 0.090 -0.302 -4.817  0.3262
H -1.300 -1.407 -4.681  0.3900
H 0.065 -1.865 -5.549  0.4074
H 2.765 -4.111 -2.571  0.4003
H 2.276 -5.003 -1.140  0.3713
H 1.835 -3.257 -1.271  0.1791
O 1.057 7.117 0.598  -0.6163
S 1.974 5.983 0.571  1.1202
O 3.003 5.791 -0.463  -0.5411
O 2.724 5.856 2.055  -0.2920
C 1.956 5.998 3.213  -0.1872
C 2.843 6.674 4.252  -1.2733
C 0.959 4.411 0.428  -1.0716
H 1.478 5.115 3.638  0.2913
H 1.138 6.683 2.991  0.3786
H 3.607 5.947 4.527  0.3125
H 2.210 6.870 5.117  0.3777
H 3.336 7.559 3.849  0.3136
H 1.556 3.520 0.622  0.3429
H 0.578 4.355 -0.592  0.4065
H 0.188 4.324 1.194  0.4251



The following is a quantum chemistry calculation of a molecular structure, C46H40ClMgN5O11P2SSe2, from the Open Molecules 2025 dataset.

Computed properties:
Charge = -2
Electronic energy = -9422.7873 Eh
HOMO-LUMO gap = 6.764 eV

Each line ends with the Mulliken charge.
Atoms and positions in Å:
Mg 0.759 1.463 1.548  1.8800
C 2.336 0.637 4.988  -1.0469
C 0.888 0.803 4.697  -0.0068
N 0.343 0.756 3.503  0.1943
C -1.012 0.909 3.681  0.2399
C -1.292 1.051 5.013  -0.2236
N -0.071 0.977 5.635  -0.0101
C -2.530 1.236 5.800  0.4706
O -3.649 1.232 5.134  -0.6041
O -2.456 1.371 7.013  -0.7147
C -1.887 0.855 2.468  0.8362
O -3.137 0.911 2.638  -1.0030
O -1.274 0.724 1.383  0.2085
H 2.883 0.752 4.055  -0.0487
H 2.536 -0.356 5.397  0.3816
H 2.684 1.395 5.692  0.3546
H 0.039 1.068 6.629  0.2414
H -3.494 1.103 4.087  0.4270
Se 2.721 -5.369 -0.303  -0.4827
P 0.901 -4.317 -0.599  0.2849
C 0.330 -4.461 -2.330  0.6617
C -0.976 -4.122 -2.683  -0.0988
C -1.426 -4.348 -3.977  -1.1754
C -0.569 -4.873 -4.932  -0.8276
C 0.734 -5.207 -4.586  -0.6966
C 1.173 -5.019 -3.284  -0.7229
C -0.437 -5.226 0.291  0.7681
C -0.599 -5.106 1.675  -0.7008
C -1.527 -5.893 2.342  -0.6718
C -2.296 -6.818 1.651  -0.4351
C -2.119 -6.967 0.285  -0.7157
C -1.190 -6.184 -0.389  -0.2094
C 0.943 -2.616 0.018  1.3038
C 0.966 -1.241 -0.324  -1.2280
N 1.045 -0.570 0.867  1.4263
N 1.110 -1.469 1.845  -0.9484
N 1.082 -2.678 1.365  -0.8282
P 0.830 -0.394 -1.935  0.9263
Se 0.499 1.673 -2.274  -0.3439
C -0.818 -1.075 -2.449  0.4434
C -1.172 -1.252 -3.784  -0.3685
C -2.474 -1.575 -4.136  -1.0777
C -3.445 -1.741 -3.156  -0.5152
C -3.106 -1.561 -1.820  -0.5748
C -1.806 -1.218 -1.470  -0.1934
C 2.038 -1.122 -3.103  0.8163
C 2.123 -0.576 -4.382  -0.7745
C 3.089 -1.021 -5.275  -0.8267
C 4.006 -1.988 -4.884  -0.5481
C 3.952 -2.503 -3.596  -0.9339
C 2.972 -2.074 -2.712  -0.0039
H -1.649 -3.695 -1.948  0.9771
H -2.447 -4.101 -4.237  0.6596
H -0.918 -5.020 -5.949  0.3844
H 1.407 -5.623 -5.327  0.3726
H 2.169 -5.320 -2.985  0.1665
H 0.005 -4.388 2.209  0.5109
H -1.644 -5.785 3.414  0.3985
H -3.026 -7.425 2.175  0.3584
H -2.701 -7.698 -0.265  0.3824
H -1.049 -6.331 -1.450  0.3111
H -0.425 -1.141 -4.560  0.3620
H -2.732 -1.700 -5.182  0.3778
H -4.463 -1.996 -3.432  0.3975
H -3.856 -1.664 -1.044  0.4474
H -1.570 -1.038 -0.428  0.0217
H 1.448 0.227 -4.656  0.3899
H 3.146 -0.589 -6.268  0.3903
H 4.776 -2.322 -5.571  0.3673
H 4.684 -3.233 -3.266  0.4735
H 2.976 -2.453 -1.699  0.5254
O -0.794 5.335 1.332  -0.7842
C -0.994 4.177 0.945  -0.2097
O -0.179 3.180 1.135  -0.5319
C -2.270 3.979 0.137  -0.3790
C -2.586 2.800 -0.516  0.5578
C -3.764 2.665 -1.259  -1.7131
C -4.593 3.753 -1.309  1.4373
O -5.799 3.885 -1.971  -0.5449
C -6.273 5.189 -1.661  -0.2714
O -5.282 5.868 -0.907  -0.5345
C -4.283 4.932 -0.667  0.8387
C -3.136 5.084 0.059  -1.2403
H -1.910 1.971 -0.445  0.4813
H -4.008 1.740 -1.769  0.5161
H -7.198 5.116 -1.079  0.2367
H -6.470 5.735 -2.588  0.2264
H -2.882 6.001 0.574  0.5151
Cl 5.141 2.064 2.111  -0.1993
C 4.851 1.061 0.664  -0.5524
C 3.427 1.108 0.064  -0.1268
O 3.379 0.426 -0.973  -0.5824
O 2.501 1.737 0.636  -0.1783
H 5.047 0.031 0.945  0.2976
H 5.558 1.356 -0.102  0.3664
O 2.017 2.820 3.007  -0.8514
S 1.539 4.250 2.874  0.5304
C 2.747 5.200 3.926  -0.6975
C 3.320 6.313 3.058  -0.6829
C 3.584 5.640 1.715  -0.5021
C 2.275 4.958 1.350  -0.2257
H 3.511 4.475 4.219  0.2831
H 2.217 5.562 4.809  0.3890
H 4.218 6.764 3.489  0.3627
H 2.571 7.101 2.930  0.2928
H 4.369 4.894 1.832  0.1490
H 3.901 6.347 0.944  0.4151
H 2.364 4.130 0.650  -0.1468
H 1.532 5.672 0.990  0.4795



The evaluated energy relative to the best compared isomer or geometry (same formula, charge and spin) for the records listed, in turn: 314.2 0.0 0.0 37.4 kJ/mol.
The evaluated HOMO energy for the records listed, in turn: -9.27 -9.29 -8.48 -2.88 eV.
The evaluated maximum force for the records listed, in turn: 0.0538 0.0237 0.1030 0.0321 hartree/bohr.